(1)
Below is a cluster of 2 separate species, C2H8 in total, with properties calculated with wB97M-V/def2-TZVPD.

Positions of all 10 atoms, in Å:
C -1.54 -0.04 3.82
H -1.36 -0.60 4.73
H -0.98 0.89 3.82
H -2.59 0.23 3.80
H -1.33 -0.69 2.98
C 1.53 0.06 -3.82
H 2.47 0.32 -3.35
H 1.56 -0.99 -4.13
H 1.39 0.74 -4.64
H 0.71 0.14 -3.11

Computed properties:
LUMO level (eV): 1.23
Relative energy (zero: lowest compared OMol25 entry of this formula, charge and spin) (kcal per mole): 0.93
E (Eh): -80.980572
F_max (eV/Å): 0.71
SMILES: C.C

(2)
Below is the ion C2HO5 with charge -1 in a non-equilibrium geometry, with properties calculated with wB97M-V/def2-TZVPD.

Positions of all 8 atoms, in Å:
C -0.41 0.34 -0.90
C 0.42 -0.05 0.34
O 0.03 1.23 -1.68
O -1.50 -0.30 -0.86
O 1.77 -0.06 0.37
O 1.06 0.98 0.98
O -0.25 -0.95 1.09
H -1.11 -1.19 0.67

Computed properties:
LUMO level (alpha / beta) (eV): 4.29 / 2.12
Charge: -1
E (Eh): -452.795549
F_max (eV/Å): 6.60
2S+1: 3

(3)
Below is the ion C12H19N4O6 with charge -1 in a non-equilibrium geometry, with properties calculated with wB97M-V/def2-TZVPD.

Positions of all 41 atoms, in Å:
C 2.81 -1.15 2.98
N 2.25 -0.57 1.80
C 2.90 -0.39 0.66
O 4.04 -0.72 0.33
C 2.12 0.46 -0.37
C 2.53 -0.06 -1.79
C 2.23 -1.54 -2.00
C 1.33 -1.76 -3.25
N 0.19 -2.45 -3.11
O 1.53 -1.33 -4.34
N 0.63 0.40 -0.28
C -0.16 1.07 0.51
O 0.13 1.97 1.27
C -1.64 0.89 0.46
C -2.25 -0.53 0.85
C -1.42 -1.74 0.35
O -1.02 -2.55 1.24
O -1.22 -1.90 -0.92
N -2.50 1.99 0.96
C -3.52 2.50 0.31
C -4.40 3.48 1.08
O -3.76 2.19 -0.86
H 3.03 -2.15 2.87
H 2.17 -0.93 3.84
H 3.72 -0.61 3.25
H 1.30 -0.18 1.67
H 2.41 1.50 -0.43
H 3.57 0.05 -1.87
H 2.27 0.63 -2.62
H 3.21 -2.00 -2.18
H 1.81 -1.91 -1.11
H -0.03 -2.83 -2.20
H -0.53 -2.44 -3.75
H 0.12 -0.33 -0.88
H -1.86 0.67 -0.62
H -3.21 -0.48 0.50
H -2.21 -0.55 1.96
H -2.52 2.16 1.99
H -5.47 3.42 0.69
H -4.43 3.19 2.15
H -4.12 4.54 0.89

Computed properties:
LUMO level (eV): 2.89
Charge: -1
Relative energy (zero: lowest compared OMol25 entry of this formula, charge and spin) (kcal per mole): 34.96
E (Eh): -1139.250460
F_max (eV/Å): 5.28
SMILES: CNC(=O)[C@@H](CCC(N)=O)NC(=O)[C@@H](CC(=O)[O-])NC(C)=O

(4)
Below is the ion C15H15F5N2O3P with charge +1 in a non-equilibrium geometry, with properties calculated with wB97M-V/def2-TZVPD.

Positions of all 41 atoms, in Å:
N -3.06 3.72 0.38
C -1.97 2.98 -0.30
C -2.57 1.85 -1.32
C -1.33 0.99 -1.84
C -0.72 1.53 -3.20
C 0.47 0.75 -3.78
C 0.95 -0.52 -3.03
N 0.35 -1.01 -1.78
P 1.11 -2.50 -1.22
O 2.22 -2.08 -0.21
O 0.07 -3.64 -0.54
O 1.97 -3.34 -2.46
C -0.76 -0.29 -1.12
C -1.36 -0.81 0.26
F -2.19 -1.98 0.05
F -2.25 0.10 0.93
C -0.25 -1.06 1.42
C -0.19 -2.34 2.29
C 0.98 -2.42 3.34
C 2.04 -1.26 3.49
C 1.94 0.02 2.63
C 2.92 1.28 2.71
F 2.40 2.42 2.00
F 4.21 1.04 2.15
F 2.98 1.67 4.08
C 0.80 0.09 1.58
H -3.95 3.47 -0.07
H -3.08 3.56 1.40
H -1.42 3.75 -0.98
H -1.17 2.56 0.40
H -3.04 2.46 -2.19
H -3.42 1.24 -0.86
H -1.14 2.47 -3.72
H 0.95 1.12 -4.74
H 1.84 -1.06 -3.53
H 0.63 -4.44 -0.34
H 1.36 -3.44 -3.25
H -0.96 -3.19 2.18
H 1.08 -3.34 4.02
H 2.86 -1.34 4.28
H 0.72 1.02 0.90

Computed properties:
LUMO level (eV): -5.86
Charge: +1
E (Eh): -1755.998458
F_max (eV/Å): 8.23
SMILES: NCCc1ccc[n+](P(=O)(O)O)c1C(F)(F)c1cccc(C(F)(F)F)c1